Below is 9 unconnected molecules or ions with the total composition C46H117N7O18 in a non-equilibrium geometry, with properties calculated with wB97M-V/def2-TZVPD.

M = 1056.473 g/mol
Strongest force on any atom = 0.045 Eh/bohr
HOMO = -8.583 eV
Orbital gap = 9.2 eV
Calculated total energy = -96874.469 eV

```
! RIJCOSX wB97M-V def2-TZVPD def2/J DEFGRID3
* xyz 0 1
C -0.14804 -4.24214 -0.20740
O 0.19961 -4.75121 -1.44256
C 0.87594 -5.95247 -1.49087
C 1.26585 -6.33910 -2.90013
N 0.02281 -6.46352 -3.71301
C 0.23406 -6.60618 -5.11415
C -1.07087 -6.78534 -5.91478
O -1.87749 -5.61906 -5.60309
C -3.23322 -5.67908 -6.04285
H -0.67383 -5.02300 0.37354
H -0.90296 -3.45271 -0.34905
H 0.74592 -3.85078 0.29388
H 0.20346 -6.76093 -1.14691
H 1.78892 -5.91085 -0.86611
H 1.73855 -7.32674 -2.89499
H 2.03087 -5.64403 -3.34248
H -0.59276 -5.68189 -3.54793
H 0.96329 -7.37050 -5.37330
H 0.70616 -5.66404 -5.52005
H -1.54598 -7.73363 -5.68801
H -0.81573 -6.75343 -6.96985
H -3.24540 -5.78991 -7.11228
H -3.68197 -4.71063 -5.80590
H -3.79364 -6.52718 -5.62477
C 3.90557 1.65413 -7.65273
O 3.22278 1.81884 -6.42256
C 4.08365 1.39242 -5.30063
C 3.31154 1.67199 -3.98698
N 3.23002 3.09056 -3.61477
C 2.48416 3.34888 -2.36753
C 2.46441 4.86676 -2.05398
O 1.80768 5.14512 -0.84616
C 2.59251 4.89619 0.29401
H 3.18985 1.93145 -8.44369
H 4.33076 0.64335 -7.81183
H 4.75255 2.34530 -7.71310
H 4.97377 2.00447 -5.30202
H 4.36371 0.32821 -5.32967
H 3.90071 1.20785 -3.18938
H 2.30472 1.15627 -4.01883
H 2.77409 3.63034 -4.35197
H 2.98405 2.81474 -1.54617
H 1.41422 3.03881 -2.40087
H 1.90309 5.37936 -2.84584
H 3.49398 5.27248 -2.02005
H 3.47210 5.57118 0.34900
H 2.84642 3.80577 0.36596
H 1.92395 5.16309 1.13950
C 0.86934 0.23848 9.97469
O 0.66070 0.62588 8.63056
C 0.06728 1.89430 8.57416
C -0.03938 2.36823 7.13898
N -0.99052 1.62221 6.36893
C -1.08971 2.25719 5.09482
C -1.97225 1.40896 4.14592
O -1.07474 0.40526 3.67634
C -1.69342 -0.48114 2.75566
H -0.09009 -0.06277 10.46289
H 1.41897 1.04493 10.54502
H 1.54780 -0.62766 9.97010
H 0.72725 2.56740 9.10072
H -0.91193 1.84799 9.04404
H 0.92004 2.51394 6.66048
H -0.44809 3.36916 7.22376
H -0.69781 0.67301 6.21003
H -0.14526 2.36483 4.53691
H -1.44774 3.29704 5.27445
H -2.28915 2.04975 3.31311
H -2.89871 0.95651 4.54960
H -0.85312 -1.05783 2.34328
H -2.14834 0.09641 1.94759
H -2.51370 -1.17117 3.13133
C -1.56159 3.77679 -1.02414
O -2.67778 4.02602 -1.85457
C -2.92009 2.88530 -2.70666
C -4.00545 3.29582 -3.68038
N -4.42496 2.17806 -4.49403
C -5.46694 2.49781 -5.46729
C -5.10548 3.59676 -6.54032
O -6.30175 4.04783 -7.15072
C -6.87377 5.16261 -6.48833
H -0.74010 3.30513 -1.56482
H -1.87754 3.08244 -0.22271
H -1.22100 4.70348 -0.60380
H -3.22542 2.06273 -2.02491
H -2.01783 2.63530 -3.28046
H -3.73566 4.25882 -4.14060
H -4.88967 3.61137 -3.11257
H -3.60383 1.85509 -4.99103
H -6.31515 2.90076 -4.87810
H -5.75770 1.53824 -5.89658
H -4.48440 3.13239 -7.31318
H -4.46531 4.39283 -6.11780
H -7.85279 5.27618 -6.95337
H -6.27213 6.07882 -6.58760
H -7.03310 4.93021 -5.39929
C -3.16546 -1.12251 -0.79690
O -2.98042 -2.33231 -0.06496
C -3.92098 -3.36805 -0.37638
C -5.27345 -3.21783 0.33563
N -5.10045 -3.41265 1.72685
C -6.35052 -3.22110 2.51770
C -6.03686 -3.26589 3.96606
O -5.07786 -2.33055 4.45095
C -5.42265 -1.02225 4.27601
H -4.14633 -0.68829 -0.59105
H -3.04440 -1.21106 -1.88667
H -2.35237 -0.51449 -0.41176
H -3.49489 -4.29324 0.07710
H -4.07390 -3.49448 -1.45767
H -5.94184 -4.01953 -0.06861
H -5.66330 -2.16178 0.13558
H -4.35058 -2.75174 1.96166
H -6.98429 -4.11365 2.40946
H -6.87874 -2.27062 2.23080
H -5.55254 -4.21696 4.18961
H -6.96062 -3.19047 4.57887
H -5.40599 -0.78527 3.20220
H -4.64197 -0.44050 4.74245
H -6.40262 -0.70166 4.67114
C 4.04774 3.21175 8.96305
O 3.65125 2.66009 7.73160
C 4.30647 3.41434 6.71090
C 4.14188 2.80824 5.36147
N 4.81282 3.66213 4.39274
C 4.52525 3.28723 3.00309
C 5.00443 1.96605 2.48822
O 6.38575 1.86151 2.76351
C 6.78055 0.62835 2.13848
H 3.50024 2.68356 9.77101
H 3.79849 4.27260 9.01389
H 5.14594 3.05547 9.05262
H 5.39682 3.46879 6.92687
H 3.84018 4.40907 6.74404
H 3.09745 2.77494 5.05894
H 4.54832 1.78545 5.45493
H 5.81570 3.60688 4.57164
H 4.96535 4.12301 2.42769
H 3.42669 3.31854 2.84845
H 4.76529 1.97174 1.41399
H 4.48832 1.09593 2.91458
H 6.26380 -0.26539 2.52964
H 7.85263 0.56263 2.22390
H 6.53075 0.65093 1.05699
C 4.60962 -1.07723 -1.46308
O 3.52280 -1.18100 -2.42018
C 2.93189 -2.45422 -2.63915
C 1.70604 -2.30098 -3.56404
N 0.49885 -1.83026 -2.96923
C -0.55293 -1.63293 -3.92768
C -1.32139 -2.90320 -4.20327
O -2.45285 -2.74141 -4.99935
C -2.16702 -2.34085 -6.33194
H 4.86248 -0.01965 -1.33760
H 5.47061 -1.57192 -1.95779
H 4.33602 -1.53455 -0.49500
H 2.64207 -2.90746 -1.65536
H 3.64969 -3.11825 -3.11419
H 1.63375 -3.32977 -3.92108
H 2.01027 -1.67877 -4.42217
H 0.14745 -2.51190 -2.28485
H -0.13375 -1.26839 -4.88651
H -1.26443 -0.86699 -3.54719
H -1.67572 -3.33561 -3.24940
H -0.61289 -3.62166 -4.63778
H -1.46474 -3.07307 -6.73454
H -1.69773 -1.34032 -6.38160
H -3.09706 -2.28592 -6.90723
O 2.08734 1.70814 1.62243
C 0.98025 1.59616 0.69329
C 1.31637 0.56248 -0.37129
O 0.21608 0.50225 -1.24261
H 1.98202 0.97934 2.25292
H 0.04274 1.25087 1.12697
H 0.93242 2.57534 0.21494
H 1.59043 -0.41347 0.14013
H 2.24337 0.80886 -0.87973
H 0.23017 -0.34605 -1.77367
O 1.14524 -1.08084 6.35868
C 2.38444 -0.52912 6.07229
C 2.69001 -0.83201 4.63795
O 1.80686 -0.26709 3.64784
H 0.84061 -0.65394 7.16287
H 2.41975 0.57067 6.21472
H 3.21027 -0.98499 6.66662
H 2.82422 -1.93697 4.54276
H 3.63974 -0.35057 4.36956
H 0.96584 -0.07058 4.10649
*
```